Entry 1:
55
Properties=species:S:1:pos:R:3 method="wB97M-V/def2-TZVPD" spin_multiplicity=1 e_tot_ha=-1170.2454 e_homo_ha=-0.287
C -0.9195 -0.4202 -3.0669
C -0.9368 -1.1159 -1.7591
N -2.0511 -1.1123 -0.9851
C -1.8257 -1.8317 0.1581
C -2.6906 -2.1121 1.2045
C -2.2200 -2.9084 2.2267
C -0.9271 -3.4293 2.1853
C -0.0677 -3.1523 1.1434
C -0.4968 -2.3163 0.1131
C 0.0692 -1.8273 -1.1195
C 1.4129 -1.9341 -1.6685
O 1.6313 -1.8027 -2.8628
C 2.5909 -2.0602 -0.7044
N 2.9071 -0.8150 -0.0231
C 2.0442 -0.4498 1.0806
C 2.7368 0.6697 1.8697
N 3.0491 1.8359 1.0741
C 2.0122 2.8457 0.9778
C 0.7282 2.4863 0.2821
C -0.4189 2.2854 0.9283
C -1.7153 1.9996 0.3291
C -2.0129 2.3221 -0.9958
C -3.2691 2.0770 -1.5185
C -4.2565 1.5054 -0.7300
C -3.9773 1.1882 0.5905
C -2.7223 1.4339 1.1136
C 3.7396 1.4587 -0.1402
C 3.0714 0.3162 -0.9158
H -1.3590 -1.0614 -3.8318
H 0.1052 -0.2181 -3.3675
H -1.4921 0.5045 -3.0182
H -2.8961 -0.6033 -1.1922
H -3.6986 -1.7262 1.2061
H -2.8623 -3.1475 3.0610
H -0.5957 -4.0722 2.9875
H 0.9133 -3.6009 1.1332
H 3.4688 -2.3339 -1.3000
H 2.4211 -2.8278 0.0480
H 1.9064 -1.3151 1.7313
H 1.0510 -0.1061 0.7442
H 2.1163 0.9690 2.7161
H 3.6863 0.2776 2.2507
H 2.4588 3.7029 0.4607
H 1.7840 3.1536 2.0041
H 0.7763 2.4071 -0.7954
H -0.4203 2.3303 2.0115
H -1.2620 2.7936 -1.6119
H -3.4876 2.3444 -2.5430
H -5.2401 1.3233 -1.1383
H -4.7467 0.7587 1.2158
H -2.5119 1.1838 2.1436
H 3.8454 2.3362 -0.7808
H 4.7391 1.1215 0.1569
H 3.7099 0.0169 -1.7495
H 2.1049 0.6523 -1.3294

Entry 2:
146
Properties=species:S:1:pos:R:3 method="wB97M-V/def2-TZVPD" spin_multiplicity=1 e_tot_ha=-4273.2622 e_homo_ha=-0.351
C 7.4097 2.2602 4.4639
C 6.5152 3.0114 3.4904
O 5.8469 2.0557 2.6619
C 5.3565 2.4357 1.5208
O 5.4709 3.5165 1.0133
C 4.6573 1.2934 0.7629
F 4.6444 1.5459 -0.5179
F 5.2463 0.1219 1.0164
F 3.3974 1.1407 1.1859
H 7.9233 2.9699 5.1113
H 8.2052 1.6891 3.9775
H 6.8702 1.5113 5.0443
H 7.1407 3.6845 2.9102
H 5.7907 3.5499 4.0986
C 3.5944 -4.7950 4.9477
C 2.9099 -3.4559 4.6908
O 3.0946 -2.9163 3.3750
C 2.5386 -3.5468 2.3461
O 2.0543 -4.6354 2.3770
C 2.6312 -2.7483 1.0362
F 2.6923 -1.4301 1.2275
F 3.7090 -3.1202 0.3246
F 1.6058 -2.9796 0.2145
H 3.4890 -5.0556 6.0016
H 4.6526 -4.7164 4.7064
H 3.0697 -5.5712 4.3966
H 3.3586 -2.7163 5.3517
H 1.8453 -3.5266 4.9056
C -1.0449 1.6418 -4.6203
C -1.0347 3.1539 -4.4487
O -2.0891 3.8333 -5.1148
C -3.3034 3.7222 -4.6084
O -3.6478 3.0689 -3.6754
C -4.3402 4.5557 -5.3905
F -5.3551 3.7667 -5.7301
F -4.8131 5.5204 -4.5973
F -3.8556 5.1252 -6.4842
H -1.9777 1.1590 -4.3216
H -0.2666 1.1997 -3.9970
H -0.9317 1.3016 -5.6525
H -0.0748 3.6188 -4.6588
H -1.1571 3.3426 -3.3744
O -4.4259 -1.9097 4.1638
C -4.7891 -1.3657 3.1541
C -6.1687 -0.9331 2.7324
C -6.1182 -1.0701 1.2155
C -4.6389 -0.8051 0.9253
O -3.9487 -1.1224 2.1433
H -6.9477 -1.4758 3.2664
H -6.3109 0.0884 3.1045
H -6.3601 -2.0846 0.8984
H -6.7140 -0.3768 0.6249
H -4.3178 -1.5247 0.1775
H -4.5068 0.2286 0.6118
O -2.1485 -4.9063 1.1284
C -1.6301 -4.0864 1.8174
C -1.7697 -3.9045 3.3151
C -0.8162 -2.7465 3.6148
C -0.6260 -2.0605 2.2491
O -0.9251 -3.0409 1.2687
H -2.7935 -3.7176 3.6308
H -1.3940 -4.8000 3.8086
H -1.1637 -2.1522 4.4564
H 0.1109 -3.2484 3.8856
H -1.2334 -1.1570 2.2208
H 0.4106 -1.7208 2.2622
O -2.4815 -0.3390 -1.5980
C -1.6025 0.2161 -0.9870
C -1.3437 1.6836 -0.8417
C 0.1337 1.6926 -0.5692
C 0.4273 0.3472 0.1141
O -0.6465 -0.5082 -0.3939
H -1.6798 2.2487 -1.7078
H -1.8739 2.0926 0.0220
H 0.7727 1.8209 -1.4480
H 0.4895 2.5105 0.0616
H 1.3633 -0.0555 -0.2605
H 0.3508 0.4068 1.1966
O 3.0224 -0.4994 -1.6412
C 3.8479 -0.8752 -2.4266
C 4.9289 -1.9256 -2.2431
C 5.9239 -1.6137 -3.3760
C 4.9587 -1.0144 -4.4003
O 3.9318 -0.3602 -3.6733
H 5.2886 -1.7419 -1.2305
H 4.5202 -2.9320 -2.3089
H 6.7253 -0.9675 -3.0205
H 6.3895 -2.5099 -3.7818
H 5.3888 -0.3437 -5.1462
H 4.5415 -1.8064 -5.0318
O -2.9497 -6.7670 -2.4009
C -3.3612 -5.7336 -1.9747
C -4.7008 -5.4812 -1.3042
C -4.6085 -4.0159 -0.9280
C -3.3363 -3.4325 -1.6104
O -2.6891 -4.5791 -2.1454
H -5.5429 -5.6870 -1.9654
H -4.8067 -6.1608 -0.4614
H -5.4849 -3.3761 -0.9806
H -4.2309 -3.9966 0.1029
H -3.6884 -2.7889 -2.4222
H -2.6616 -2.8820 -0.9614
O 2.5367 -3.6454 -3.1053
C 1.4429 -3.2711 -3.4454
C 0.6600 -2.0891 -2.9033
C -0.3417 -1.8749 -4.0094
C -0.5718 -3.2929 -4.5026
O 0.7690 -3.8290 -4.4527
H 0.1856 -2.3204 -1.9481
H 1.2752 -1.1985 -2.7770
H -1.3021 -1.4482 -3.7066
H 0.0517 -1.2571 -4.8195
H -1.2176 -3.8498 -3.8270
H -0.9311 -3.2494 -5.5279
C -3.8900 5.3077 1.9577
O -3.0456 4.8026 2.9870
C -3.4646 3.5389 3.4805
C -2.9893 2.3874 2.5892
O -1.5983 2.2531 2.5483
C -1.0604 1.5289 3.6284
H -3.4874 6.2849 1.7016
H -4.9148 5.4202 2.3194
H -3.8516 4.6615 1.0777
H -4.5362 3.4971 3.6982
H -2.9222 3.4997 4.4297
H -3.3616 2.5667 1.5788
H -3.4980 1.4807 2.9430
H -1.3696 1.9515 4.5875
H 0.0284 1.5301 3.5903
H -1.3565 0.4745 3.5863
C 2.0768 2.7713 -2.8085
O 1.6687 3.7742 -1.9050
C 2.6158 3.8953 -0.8519
C 2.1018 4.8852 0.1553
O 1.0313 4.3985 0.9614
C -0.2637 4.8091 0.6192
H 1.4123 2.7096 -3.6753
H 2.0232 1.7852 -2.3364
H 3.0686 2.9598 -3.2316
H 3.5742 4.2611 -1.2364
H 2.7644 2.9319 -0.3637
H 1.8655 5.8151 -0.3710
H 2.8633 5.0322 0.9256
H -0.4990 5.8314 0.9407
H -0.9739 4.1083 1.0552
H -0.4866 4.8562 -0.4554

Entry 3:
31
Properties=species:S:1:pos:R:3 method="wB97M-V/def2-TZVPD" spin_multiplicity=1 e_tot_ha=-1426.8353 e_homo_ha=-0.318
C -3.6421 4.1967 1.3890
C -2.6546 3.1898 1.8429
C -1.7975 2.3745 1.1599
C -1.1330 1.6634 2.1908
N -0.1526 0.6935 2.0975
C 0.3900 0.2254 0.9406
O 0.0747 0.5867 -0.1646
C 1.4588 -0.8492 1.1929
N 2.0537 -1.2648 -0.0421
C 3.3269 -0.8808 -0.4260
O 4.1203 -0.2971 0.2554
O 3.5398 -1.3080 -1.6948
C 2.4003 -1.9265 -2.1272
C 2.1404 -2.5096 -3.3471
C 0.8850 -3.0755 -3.5231
C -0.0577 -3.0458 -2.5027
Cl -1.6024 -3.7639 -2.7732
C 0.1949 -2.4610 -1.2682
C 1.4445 -1.8983 -1.1021
N -1.5683 2.0323 3.3736
O -2.5124 2.9795 3.1621
H -3.3761 5.1803 1.7729
H -3.6644 4.2266 0.3044
H -4.6319 3.9470 1.7673
H -1.6443 2.2789 0.1078
H 0.1773 0.3538 2.9902
H 1.0079 -1.7073 1.7030
H 2.2648 -0.4363 1.8083
H 2.8797 -2.5235 -4.1297
H 0.6337 -3.5422 -4.4615
H -0.5552 -2.4384 -0.4960